The following is a quantum chemistry calculation of a structure of composition C52H65BN2O2P3Ti in a non-equilibrium geometry, from the Open Molecules 2025 dataset.

Element x y z (Å)
Ti -0.2977 -0.4522 -0.1124
C -0.5442 2.9092 -0.7225
P -0.1345 2.9627 -2.5518
C 0.5523 4.6623 -2.6722
C -0.2598 5.6525 -3.2171
C 0.1722 6.9708 -3.2774
C 1.4287 7.3105 -2.8021
C 2.2538 6.3290 -2.2666
C 1.8173 5.0156 -2.2019
C 1.4258 2.0218 -2.7794
C 1.8821 1.9068 -4.0963
C 3.0297 1.1964 -4.3968
C 3.7442 0.5617 -3.3866
C 3.2984 0.6496 -2.0814
C 2.1479 1.3740 -1.7821
C -1.8387 2.1982 -0.4403
C -3.1100 2.6778 -0.6711
C -4.0069 1.6433 -0.3037
C -3.2309 0.5933 0.1288
C -3.6611 -0.7342 0.6740
P -2.4794 -1.9813 0.0477
C -3.0226 -2.3295 -1.6585
C -2.3110 -3.2928 -2.3723
C -2.6216 -3.5591 -3.6948
C -3.6480 -2.8635 -4.3208
C -4.3564 -1.9027 -3.6178
C -4.0441 -1.6302 -2.2920
C -2.8856 -3.5214 0.9264
C -1.8647 -4.3745 1.3271
C -2.1570 -5.5573 1.9939
C -3.4744 -5.8893 2.2654
C -4.5025 -5.0454 1.8615
C -4.2106 -3.8694 1.1918
N -1.8907 0.9114 0.0415
H -0.6405 3.9588 -0.4360
H 0.2669 2.5135 -0.1110
H -1.2387 5.3862 -3.5999
H -0.4720 7.7306 -3.7017
H 1.7698 8.3365 -2.8528
H 3.2392 6.5890 -1.9010
H 2.4680 4.2521 -1.7913
H 1.3234 2.3822 -4.8963
H 3.3612 1.1231 -5.4249
H 4.6285 -0.0150 -3.6243
H 3.8223 0.1331 -1.2868
H 1.8470 1.4270 -0.7436
H -3.3592 3.6590 -1.0468
H -5.0862 1.6726 -0.3199
H -4.6915 -0.9635 0.3922
H -3.6155 -0.7746 1.7668
H -1.4914 -3.8232 -1.8981
H -2.0529 -4.3000 -4.2417
H -3.8826 -3.0629 -5.3586
H -5.1466 -1.3443 -4.1044
H -4.5754 -0.8407 -1.7764
H -0.8346 -4.1178 1.1056
H -1.3541 -6.2164 2.2978
H -3.7047 -6.8088 2.7879
H -5.5322 -5.3077 2.0666
H -5.0167 -3.2233 0.8667
C 0.0914 -0.4345 5.5167
C -0.2068 -0.1410 4.0425
C -1.3268 -1.0819 3.5745
C -0.7873 1.2771 3.9239
P 1.2632 -0.2847 2.8746
N 0.7693 -0.2815 1.3820
C 2.4312 1.1612 3.1487
C 3.7620 0.8675 2.4366
C 2.7246 1.4942 4.6159
C 1.8739 2.4133 2.4527
C 2.1949 -1.8834 3.2119
C 3.0495 -1.8924 4.4841
C 1.1748 -3.0273 3.3063
C 3.0884 -2.1984 1.9992
H -0.8243 -0.2614 6.0889
H 0.8631 0.2103 5.9363
H 0.3788 -1.4724 5.6826
H -2.2440 -0.8012 4.0985
H -1.1370 -2.1304 3.7832
H -1.5036 -0.9616 2.5077
H -1.7370 1.2970 4.4635
H -0.9937 1.5373 2.8838
H -0.1470 2.0347 4.3720
H 4.3706 0.1312 2.9582
H 4.3347 1.7970 2.3987
H 3.6000 0.5337 1.4110
H 3.0463 0.6295 5.1966
H 1.8686 1.9449 5.1172
H 3.5366 2.2256 4.6447
H 1.7708 2.2378 1.3857
H 2.5950 3.2227 2.5944
H 0.9165 2.7499 2.8358
H 2.4803 -1.6583 5.3847
H 3.8923 -1.2054 4.4248
H 3.4629 -2.8967 4.6116
H 0.6195 -3.0184 4.2428
H 1.7141 -3.9757 3.2555
H 0.4692 -2.9955 2.4755
H 3.9924 -1.5947 1.9749
H 2.5469 -2.0617 1.0622
H 3.3979 -3.2438 2.0702
C -3.6083 -0.0492 -7.4022
C -2.7194 0.9210 -6.6133
C -1.8937 1.7690 -7.5897
C -3.6224 1.8574 -5.8107
C -1.7733 0.1317 -5.7070
C -0.8671 -0.7722 -6.2749
C 0.0442 -1.5096 -5.5239
C 0.0260 -1.3104 -4.1608
O 0.8083 -1.8872 -3.1875
B 0.4117 -1.3608 -1.9612
O -0.6710 -0.4211 -2.2358
C -0.8707 -0.4264 -3.5955
C -1.7788 0.3051 -4.3231
H -4.2954 0.5039 -8.0466
H -4.1980 -0.6683 -6.7239
H -3.0163 -0.7125 -8.0338
H -2.5518 2.3748 -8.2167
H -1.2859 1.1456 -8.2466
H -1.2245 2.4389 -7.0464
H -4.2769 2.4057 -6.4906
H -3.0417 2.5857 -5.2411
H -4.2532 1.3057 -5.1106
H -0.8658 -0.9074 -7.3493
H 0.7384 -2.1982 -5.9858
H -2.4417 0.9874 -3.8131

Results
Energy, eV: -113716.28236
Charge: 0
Spin multiplicity: 2
<S²>: 0.755
E_LUMO (spin up / spin down), eV: 0.570 / 0.571
Max |F|, eV/Å: 1.0
Relative energy (zero: lowest compared OMol25 entry of this formula, charge and spin), kcal per mole: 9.9



The following is a quantum chemistry calculation of a cluster of 9 separate species, C52H65F2NO27 in total in a non-equilibrium geometry, from the Open Molecules 2025 dataset.

Element x y z (Å)
C -4.0725 0.9251 -0.8531
C -3.7378 -0.6618 -1.1309
O -4.1676 -1.5696 -0.0355
C -3.0906 -1.5295 0.9684
C -3.3012 -0.6839 2.2116
C -2.0738 -0.6117 3.3455
O -2.3519 -0.6108 4.6516
C -0.5405 -0.5964 2.6988
C 0.7222 0.2685 3.3127
C 0.5239 1.2145 4.6373
C 1.0564 2.7572 4.4766
C 0.0764 3.7451 3.6099
C -1.5557 3.6321 3.4843
C -2.3401 4.7885 2.5789
C -1.5816 6.0345 1.8085
C 0.0595 6.1227 1.8955
C 0.8361 4.9862 2.7874
C 2.1895 0.1203 2.5254
N 3.4657 0.8385 3.0062
C 2.3950 -0.8127 1.1622
F 3.6997 -0.8994 0.4590
C 1.1280 -1.6771 0.5455
F 1.2514 -2.5329 -0.6801
C -0.3098 -1.5359 1.3343
C -1.6479 -2.3442 0.7397
O -1.5785 -3.5372 0.1183
H -3.2370 1.3253 -0.1118
H -3.9049 1.4793 -1.8970
H -5.1258 1.1311 -0.3858
H -4.2376 -1.0859 -2.1240
H -2.5628 -0.7142 -1.3333
H -4.3044 -0.0625 2.3923
H 1.1126 0.6749 5.5237
H -0.5987 1.2870 5.0198
H 2.1400 2.8694 4.0487
H 1.0958 3.2095 5.5804
H -2.1277 2.7574 4.0338
H -3.5250 4.7412 2.4599
H -2.1243 6.8819 1.1904
H 0.6518 6.9669 1.3396
H 2.0181 5.0840 2.8693
H 3.3301 0.9847 4.0472
H 3.4429 1.7918 2.5665
C 2.0424 2.1945 -2.2215
C 0.8305 3.0615 -1.9463
C 1.1533 4.3548 -1.2616
O -0.0628 4.6575 -0.6019
C -0.6741 3.4585 -0.3539
O -1.6502 3.3157 0.3607
O -0.0404 2.4411 -1.0142
H 1.7329 1.1932 -2.5379
H 2.6692 2.6339 -3.0037
H 2.6514 2.0637 -1.3202
H 0.2666 3.2231 -2.8731
H 1.4203 5.1477 -1.9658
H 1.9425 4.2659 -0.5062
C -0.6312 9.2967 -4.6922
C 0.5067 8.3953 -4.2577
C 1.6262 8.3110 -5.2502
O 2.1991 7.0509 -4.9510
C 1.1910 6.2838 -4.4329
O 1.2685 5.0848 -4.2332
O 0.0837 7.0441 -4.1715
H -1.4949 9.1683 -4.0319
H -0.3269 10.3478 -4.6751
H -0.9710 9.0494 -5.7039
H 0.8658 8.6962 -3.2659
H 2.3610 9.1110 -5.1235
H 1.2878 8.2973 -6.2926
C 1.2321 0.0865 -8.0552
C 1.2913 0.4018 -6.5743
C 0.8984 1.8082 -6.2378
O 1.5816 2.0274 -5.0168
C 2.6868 1.2207 -5.0449
O 3.6044 1.2785 -4.2459
O 2.6240 0.3422 -6.0922
H 1.7106 -0.8764 -8.2611
H 0.1964 0.0484 -8.4067
H 1.7718 0.8364 -8.6439
H 0.6998 -0.3303 -6.0110
H -0.1810 1.9222 -6.1041
H 1.2491 2.5477 -6.9668
C -1.4721 -4.5729 5.5298
C -1.4129 -4.2576 7.0107
C -1.8059 -2.8513 7.3472
O -1.1226 -2.6321 8.5682
C -0.0174 -3.4387 8.5402
O 0.9002 -3.3810 9.3392
O -0.0802 -4.3172 7.4929
H -0.9936 -5.5359 5.3239
H -2.5079 -4.6111 5.1783
H -0.9324 -3.8230 4.9411
H -2.0044 -4.9897 7.5741
H -2.8852 -2.7372 7.4810
H -1.4551 -2.1117 6.6183
C 3.3861 -2.2364 6.6867
C 3.9746 -0.8401 6.7000
C 5.1266 -0.6768 7.6443
O 5.0883 0.7101 7.9284
C 3.7836 1.0964 7.7821
O 3.3414 2.1789 8.1232
O 3.0418 0.1026 7.2034
H 2.4394 -2.2477 6.1371
H 4.0743 -2.9473 6.2191
H 3.1632 -2.5842 7.7014
H 4.2398 -0.5351 5.6803
H 6.0830 -0.9537 7.1921
H 5.0032 -1.2250 8.5854
C -6.4704 -2.1089 -5.3577
C -5.0493 -2.2576 -5.8618
C -4.1077 -1.2168 -5.3367
O -3.1109 -1.1784 -6.3420
C -3.7252 -1.5513 -7.5067
O -3.2241 -1.4566 -8.6128
O -4.9788 -2.0426 -7.2622
H -7.1458 -2.7637 -5.9177
H -6.5373 -2.3591 -4.2943
H -6.8378 -1.0864 -5.4982
H -4.6844 -3.2725 -5.6615
H -3.6741 -1.4914 -4.3710
H -4.5562 -0.2199 -5.2576
C 1.4490 -3.6871 -12.7201
C 2.0375 -2.2909 -12.7068
C 3.1895 -2.1276 -11.7625
O 3.1512 -0.7407 -11.4785
C 1.8465 -0.3544 -11.6248
O 1.4043 0.7281 -11.2837
O 1.1048 -1.3481 -12.2035
H 0.5023 -3.6984 -13.2697
H 2.1372 -4.3981 -13.1878
H 1.2261 -4.0350 -11.7054
H 2.3027 -1.9859 -13.7265
H 4.1459 -2.4045 -12.2147
H 3.0661 -2.6758 -10.8215
C -1.0903 -8.0244 11.7874
C -0.7303 -8.3828 10.3599
C 0.5654 -7.7911 9.8946
O 0.3836 -7.7348 8.4912
C -0.9638 -7.6153 8.2829
O -1.4761 -7.3556 7.2088
O -1.6580 -7.8245 9.4434
H -2.1231 -8.3142 12.0062
H -0.4250 -8.5258 12.4971
H -1.0263 -6.9435 11.9548
H -0.7483 -9.4719 10.2306
H 1.4273 -8.4142 10.1492
H 0.7389 -6.7728 10.2609

Results
Energy, eV: -117163.99039
Charge: 0
E_LUMO, eV: -1.790
Max |F|, eV/Å: 8.8
SMILES string: CCOC1=CC(=O)c2c(CCc3ccccc3)c(N)c(F)c(F)c2C1=O.C[C@@H]1COC(=O)O1.C[C@@H]1COC(=O)O1.C[C@@H]1COC(=O)O1.C[C@@H]1COC(=O)O1.C[C@@H]1COC(=O)O1.C[C@@H]1COC(=O)O1.C[C@@H]1COC(=O)O1.C[C@@H]1COC(=O)O1
Relative energy (zero: lowest compared OMol25 entry of this formula, charge and spin), kcal per mole: 548.3



The following is a quantum chemistry calculation of a structure of composition C52H65FFeINO4P3 in a non-equilibrium geometry, from the Open Molecules 2025 dataset.

Element x y z (Å)
Fe 0.1254 0.6927 -0.3158
C -1.4370 0.6704 4.2821
C -0.3152 -0.0872 3.5711
C -0.8479 -1.4189 3.0504
P 0.4588 0.8637 2.1501
C 0.8572 2.4747 3.0235
C 1.6666 2.2666 4.3012
C 1.5357 3.5074 2.1293
C 2.1190 0.0889 1.9657
C 2.7907 -0.6752 2.9021
C 3.9836 -1.3257 2.6006
C 4.6524 -2.1932 3.6262
C 4.4842 -1.2334 1.3067
C 3.8719 -0.4294 0.3692
C 2.7219 0.2874 0.7051
N 2.1475 1.2117 -0.1551
C 2.8106 2.3032 -0.6208
C 2.1640 3.0692 -1.6477
C 0.9480 2.5178 -2.3028
C 2.6467 4.2986 -2.0313
C 3.7944 4.8381 -1.4625
C 4.3088 6.1894 -1.8621
C 4.4601 4.0810 -0.5040
C 4.0233 2.8452 -0.0619
C 4.8526 2.2218 1.0324
H -1.7713 0.0767 5.1356
H -2.2992 0.8083 3.6284
H -1.1245 1.6447 4.6584
H 0.4693 -0.2928 4.3010
H -1.6741 -1.2618 2.3536
H -1.2069 -2.0300 3.8821
H -0.0645 -1.9651 2.5370
H -0.1294 2.8761 3.2770
H 2.6107 1.7637 4.0863
H 1.1284 1.6839 5.0487
H 1.8959 3.2403 4.7394
H 2.5758 3.2429 1.9415
H 1.5266 4.4813 2.6257
H 1.0170 3.6011 1.1762
H 2.3661 -0.8287 3.8861
H 4.5263 -1.7831 4.6281
H 5.7166 -2.3040 3.4201
H 4.1964 -3.1868 3.6059
H 5.3669 -1.8022 1.0381
H 4.2679 -0.3381 -0.6360
H 1.2023 2.0337 -3.2491
H 0.2088 3.2965 -2.4830
H 0.5232 1.7756 -1.6200
H 2.1103 4.8597 -2.7886
H 3.4938 6.8395 -2.1784
H 5.0116 6.1012 -2.6942
H 4.8335 6.6632 -1.0331
H 5.3545 4.4941 -0.0511
H 5.4605 2.9934 1.5049
H 5.5248 1.4630 0.6333
H 4.2481 1.7459 1.8008
I -0.5584 -0.5309 -2.7842
C -1.9614 0.4802 -4.0015
C -1.6600 0.5594 -5.3342
C -2.6153 1.0093 -6.2586
C -3.8749 1.3049 -5.8308
C -4.2154 1.2279 -4.4603
C -5.5423 1.4814 -4.0558
C -5.8935 1.4034 -2.7407
C -4.9114 1.1499 -1.7754
C -3.5922 0.9253 -2.1030
P -2.4290 0.9726 -0.6335
C -3.2900 -0.3759 0.2960
C -3.1716 -1.6757 -0.1963
C -3.8554 -2.7242 0.3948
C -4.6514 -2.5045 1.5092
C -4.7586 -1.2225 2.0221
C -4.0955 -0.1650 1.4142
C -3.0354 2.5098 0.1650
C -2.7324 2.6921 1.5133
C -3.0844 3.8541 2.1736
C -3.7025 4.8844 1.4774
C -3.9349 4.7468 0.1190
C -3.5992 3.5699 -0.5370
C -3.2275 0.8737 -3.4855
H -0.6852 0.2375 -5.6758
H -2.3539 1.0705 -7.3066
H -4.6407 1.5948 -6.5397
H -6.2807 1.7221 -4.8110
H -6.9165 1.5678 -2.4286
H -5.2013 1.1594 -0.7336
H -2.5451 -1.8845 -1.0518
H -3.7627 -3.7155 -0.0273
H -5.1880 -3.3237 1.9709
H -5.3689 -1.0316 2.8963
H -4.2193 0.8293 1.8189
H -2.1691 1.9228 2.0225
H -2.8634 3.9687 3.2280
H -3.9733 5.8006 1.9863
H -4.3772 5.5609 -0.4415
H -3.7726 3.4916 -1.6016
F -0.3540 2.5597 0.1253
C 2.7327 -2.1716 -2.8431
C 2.0787 -3.4548 -2.3147
C 3.0185 -4.6294 -2.5842
C 0.7255 -3.7440 -2.9718
O 1.9883 -3.3337 -0.8918
P 0.8495 -2.8141 0.1246
O 1.4133 -3.0641 1.4608
O 0.3782 -1.4100 -0.2527
O -0.4525 -3.7366 -0.1555
C -0.6230 -5.0780 0.3673
C -1.7947 -5.6656 -0.4136
C 0.6169 -5.9474 0.1552
C -0.9771 -5.0476 1.8536
H 2.5868 -2.0659 -3.9180
H 3.8029 -2.1912 -2.6302
H 2.3131 -1.3055 -2.3315
H 3.1962 -4.7182 -3.6574
H 2.5855 -5.5610 -2.2229
H 3.9689 -4.4731 -2.0731
H 0.7699 -3.5568 -4.0445
H -0.0479 -3.1243 -2.5311
H 0.4375 -4.7829 -2.8076
H -1.6013 -5.6178 -1.4867
H -2.7076 -5.1132 -0.1946
H -1.9418 -6.7073 -0.1264
H 0.8165 -6.0692 -0.9096
H 0.4527 -6.9322 0.5929
H 1.4829 -5.4848 0.6253
H -1.8958 -4.4802 2.0105
H -0.1693 -4.5853 2.4163
H -1.1281 -6.0678 2.2100

Results
Energy, eV: -137734.59231
Charge: 0
Spin multiplicity: 2
<S²>: 0.879
E_LUMO (spin up / spin down), eV: 0.017 / -1.550
Max |F|, eV/Å: 3.2



Question: What is the formula in the second record?
Answer: C52H65F2NO27